Record 1
This record from the OMol25 dataset describes the molecule C5H9Cl2PS2. The level of theory is ωB97M-V/def2-TZVPD.

Calculated values
multiplicity = 3
max |F| = 6.7 eV/A
HOMO (alpha / beta) = -4.795 / -8.781 eV
<S²> = 2.0108
E_LUMO (alpha / beta) = 0.34 / -3.58 eV

XYZ file:
```
19
Properties=species:S:1:pos:R:3:forces:R:3
C 0.512105 -0.562365 0.661085 3.941 -3.966 2.225
C -0.534153 -0.081785 -0.004912 -5.369 3.393 -2.213
C 1.076461 0.053693 1.888050 1.883 1.668 -5.015
C 1.146705 -1.943831 0.309461 0.248 6.127 -1.428
C -0.502081 0.301363 -2.713638 2.617 -2.206 1.602
P -1.357801 1.558304 0.653137 2.827 -0.758 -1.202
S -1.204101 -0.830302 -1.416216 1.620 1.237 1.440
S -0.353569 3.254099 0.735377 -0.664 -1.272 0.065
Cl -2.884384 1.714609 -0.565239 -1.491 0.166 -0.922
Cl -2.181061 1.018834 2.415581 -0.246 -0.119 0.617
H 0.716333 1.082078 1.800370 1.308 0.499 0.473
H 0.581160 -0.270294 2.681955 -1.359 -2.022 4.105
H 2.184782 -0.135044 1.744409 -1.153 0.740 1.268
H 0.669600 -2.251337 -0.524866 -1.538 -1.718 -2.658
H 2.136164 -1.670084 -0.008972 0.940 -0.650 0.334
H 1.001857 -2.509525 1.100033 0.063 -3.225 3.690
H 0.618354 0.395120 -2.684091 -1.074 -0.054 0.821
H -0.978561 1.179781 -2.544336 -1.428 2.755 -0.388
H -0.647807 -0.303315 -3.527189 -1.125 -0.596 -2.814
```
Positions in Å, forces in eV/Å.

Record 2
This record from the OMol25 dataset describes a structure of composition C4H3HoO4. The level of theory is ωB97M-V/def2-TZVPD.

Calculated values
multiplicity = 6
total charge = +1
max |F| = 7.1 eV/A
HOMO (alpha / beta) = -11.668 / -12.477 eV
<S²> = 8.7558
E_LUMO (alpha / beta) = -5.21 / -5.92 eV
relative energy (zero: lowest compared OMol25 entry of this formula, charge and spin) = 2.810 eV

XYZ file:
```
12
Properties=species:S:1:pos:R:3:forces:R:3
C -0.351016 0.391747 -0.342020 2.803 -1.546 1.762
C 0.398473 -0.725906 -0.627435 1.020 0.264 1.581
H 0.030376 -1.543290 -1.252212 0.219 0.187 -0.186
O -1.854615 -0.687742 1.211689 1.805 0.457 2.193
C -1.377848 0.440724 0.650440 -0.653 -2.726 -6.483
O -2.327773 1.167082 0.103417 -1.389 1.462 -2.248
H -2.567753 -1.058456 0.678015 -0.482 0.631 0.116
O 1.621852 -1.021912 -0.072675 -1.496 -0.506 -1.809
C 2.611822 -0.058005 -0.102448 0.190 1.545 2.473
O 3.443577 -0.155173 0.796930 -0.608 0.664 -1.494
Ho 2.145735 2.301420 0.004579 -0.170 -1.861 -0.145
H -1.772835 0.949506 -1.048277 -1.238 1.430 4.241
```
Positions in Å, forces in eV/Å.

Record 3
This record from the OMol25 dataset describes a structure of composition C34H60BKO38. The level of theory is ωB97M-V/def2-TZVPD.

Calculated values
multiplicity = 1
max |F| = 5.2 eV/A
HOMO = -8.792 eV
E_LUMO = -2.52 eV
relative energy (zero: lowest compared OMol25 entry of this formula, charge and spin) = 7.678 eV

XYZ file:
```
134
Properties=species:S:1:pos:R:3:forces:R:3
K 23.309180 13.867960 28.438210 -0.258 -0.215 -0.088
O 20.374840 10.545340 23.993150 -0.402 0.457 -0.901
C 19.717980 11.231610 23.237350 0.673 -1.597 0.694
O 19.199810 10.900180 22.071460 0.532 -0.867 0.253
B 18.427610 12.016850 21.501920 -0.271 -1.146 -0.423
O 18.525230 13.005970 22.524810 -0.030 1.780 0.782
C 19.263140 12.621840 23.545050 -0.788 2.655 2.331
O 19.416260 13.277600 24.589520 0.081 -1.651 -2.470
O 17.028690 11.632180 21.212570 -0.499 0.522 -0.446
C 16.703250 11.915550 19.925180 0.595 -1.918 0.697
O 15.685710 11.594840 19.359350 1.083 0.955 0.737
C 18.056600 12.379940 19.313370 -0.879 1.418 -3.589
O 19.006120 12.404570 20.207930 -0.157 0.108 0.298
O 18.149890 12.699410 18.129280 0.171 -0.677 2.203
C 17.152930 6.180680 22.386080 -0.496 -1.290 0.753
O 18.305040 5.879720 23.200400 1.049 3.085 -0.346
C 18.501950 4.771410 23.843400 -0.982 -2.503 -2.115
O 17.762570 3.803140 23.665830 1.350 0.672 1.542
O 19.713000 4.824200 24.434160 -0.956 2.205 0.725
C 20.277000 3.654920 24.926630 -0.013 -2.163 -1.189
H 16.846540 5.229000 21.951880 -0.405 0.177 -0.007
H 17.313230 6.907290 21.589570 0.930 -0.066 0.376
H 16.400510 6.596410 23.056260 -0.188 -0.212 -0.142
H 21.271770 3.708750 25.368920 -0.260 1.165 0.144
H 20.440670 3.126340 23.987530 0.064 -1.131 0.369
H 19.621990 3.093580 25.592950 -0.094 0.075 -0.113
C 15.340940 17.445190 18.360530 1.187 1.158 0.723
O 14.160780 16.669920 18.378890 1.074 -0.892 -1.232
C 13.145170 16.958200 19.148660 -1.601 1.642 1.546
O 13.069210 17.842550 19.984420 0.259 -0.879 -0.832
O 12.155710 16.121780 18.816060 -0.258 -0.846 -1.152
C 10.813290 16.142870 19.295100 -0.200 0.582 1.191
H 16.238460 16.956580 17.981310 -0.680 -1.133 -0.164
H 15.654500 17.758890 19.356210 -0.487 0.139 0.146
H 15.298610 18.324920 17.718360 -0.778 0.131 0.110
H 10.037950 15.842510 18.590310 0.866 -0.209 -0.845
H 10.484160 17.133360 19.609280 0.458 0.092 0.296
H 10.719910 15.432220 20.116290 0.165 0.206 0.209
C 16.034530 6.287890 16.522120 -0.908 0.240 0.442
O 16.762280 5.120820 16.882830 1.075 -2.012 -1.557
C 17.030350 4.151580 15.942040 -1.135 0.289 -2.199
O 16.956320 4.294640 14.686050 0.427 -0.955 5.071
O 17.281910 2.981610 16.669510 -0.027 4.071 -0.387
C 17.154910 1.760040 16.076600 -0.162 -2.268 -1.134
H 16.506010 7.118970 17.046660 0.010 0.027 -0.370
H 15.047010 6.130610 16.955910 -0.106 0.198 0.152
H 15.836000 6.479640 15.467640 0.803 -0.272 -0.083
H 17.187040 1.034480 16.889400 -0.118 0.030 -0.013
H 17.939630 1.467280 15.379020 0.349 0.449 -0.029
H 16.225950 1.630070 15.521400 -0.223 0.218 0.122
C 21.141660 18.182570 20.634760 -1.339 1.916 1.308
O 22.403180 18.462710 20.038960 0.635 0.119 -0.216
C 22.549360 19.729590 19.558010 -1.747 0.408 -1.290
O 21.697340 20.615770 19.629630 2.020 -1.526 0.214
O 23.677020 19.748090 18.803280 -0.131 0.938 0.278
C 23.987680 20.959970 18.009760 -0.339 -0.291 0.683
H 20.936960 17.259270 21.176700 1.165 -0.754 -1.088
H 20.315040 18.443930 19.974080 0.176 -0.361 -0.266
H 21.012460 18.863100 21.476350 0.018 0.521 -0.017
H 23.097600 21.566230 17.841520 -0.111 -0.421 -0.173
H 24.473390 20.624700 17.093370 -0.398 -0.196 0.088
H 24.696590 21.621760 18.507360 0.043 -0.369 0.481
C 17.737820 14.455190 30.284470 0.755 -0.032 -2.190
O 18.089780 14.069980 31.595530 -0.447 0.527 1.131
C 19.239110 13.434670 31.762500 1.338 -1.157 -3.562
O 19.852890 12.905950 30.812010 -0.584 1.096 2.010
O 19.618110 13.463160 33.004980 -1.717 0.515 0.689
C 20.874410 13.078950 33.485040 0.366 -0.699 -0.058
H 16.880950 15.118590 30.167090 -0.255 -0.457 1.101
H 17.646730 13.609940 29.602300 -0.390 -0.265 0.376
H 18.533530 15.021100 29.800010 0.442 0.141 0.383
H 21.319390 12.259030 32.921280 0.032 0.260 -0.377
H 20.680060 12.664480 34.474260 0.251 0.472 0.119
H 21.475670 13.988100 33.480060 0.363 -0.336 0.301
C 29.214440 10.785480 30.191000 -0.682 1.076 0.403
O 29.190170 10.424460 28.829730 1.030 -0.585 -0.842
C 28.024420 10.214210 28.248770 -1.703 -1.283 1.212
O 26.928100 10.424630 28.760650 1.165 0.225 -0.840
O 28.243300 9.558210 27.115600 0.674 0.228 -0.216
C 27.195300 8.838300 26.493430 -0.847 -0.355 -0.473
H 30.126870 10.492890 30.710570 0.075 -0.341 -0.656
H 28.348200 10.353180 30.691850 0.052 0.240 0.104
H 29.184260 11.874810 30.167370 -0.224 0.072 0.684
H 26.232020 9.321810 26.655920 0.107 0.000 -0.140
H 27.127780 7.800510 26.819840 0.186 0.118 0.725
H 27.418920 8.712470 25.434070 0.100 0.684 0.026
C 11.869400 18.719450 9.438110 -1.520 -0.150 1.432
O 12.903980 18.223610 10.310610 0.180 -1.035 -0.571
C 12.676550 17.047610 10.950200 -1.396 -1.219 0.898
O 11.616240 16.399450 11.010750 2.936 1.884 -0.388
O 13.847680 16.749120 11.575670 -0.026 0.671 -0.500
C 14.013210 15.727830 12.542850 -0.686 -1.581 0.643
H 11.258110 17.932370 8.996600 0.559 -0.235 -0.260
H 12.183040 19.470480 8.713060 0.713 -0.446 0.246
H 11.171310 19.190830 10.129890 -0.194 0.406 -0.205
H 13.086090 15.476560 13.058040 -0.125 0.311 -0.084
H 14.782540 15.895930 13.296500 -0.131 1.324 -0.173
H 14.391930 14.776490 12.169190 -0.306 0.061 -1.030
C 14.991530 10.291760 26.154810 -0.731 0.209 -0.664
O 14.258550 10.581230 24.919330 0.396 0.068 0.672
C 13.434110 11.665530 24.932750 1.213 0.181 4.570
O 13.296370 12.467160 25.869610 0.966 -1.677 -1.763
O 12.739800 11.731600 23.889330 -3.090 0.613 -3.198
C 12.326890 10.618390 23.052000 1.585 -0.246 0.075
H 15.393210 9.280750 26.087030 -0.184 0.074 -0.361
H 14.256510 10.326940 26.958930 0.401 0.256 0.213
H 15.826280 10.984530 26.261440 -0.285 0.126 0.189
H 12.246870 9.696060 23.627330 -0.125 0.188 0.145
H 13.151630 10.493290 22.350380 -0.283 -0.211 -0.280
H 11.396530 10.833990 22.526590 0.185 0.427 0.380
C 18.746860 10.159540 12.195510 -0.516 0.748 -0.178
O 17.695240 10.167880 11.192750 -0.408 -0.565 -0.172
C 17.542950 11.096310 10.254720 1.869 3.645 0.243
O 18.255550 12.096800 10.066970 -0.841 -2.382 0.400
O 16.402380 10.928160 9.613230 -0.508 -1.724 0.428
C 16.058770 11.609940 8.439670 -0.336 1.095 -1.024
H 18.292660 9.789900 13.114840 -0.100 -0.315 -0.296
H 19.064450 11.173310 12.439470 0.256 -0.022 -0.470
H 19.557840 9.507700 11.870680 -0.060 0.231 -0.019
H 15.931600 12.687500 8.543530 0.119 0.056 0.649
H 15.089430 11.226240 8.121470 0.156 -0.224 0.170
H 16.752210 11.524430 7.603060 0.360 -0.533 0.284
C 10.471760 7.787310 18.309840 1.572 1.383 -0.009
O 11.080370 6.498210 18.137790 -0.919 -0.450 -0.985
C 11.206110 5.734670 19.212170 -0.345 -0.227 0.216
O 10.968010 6.107080 20.325980 0.214 -0.442 0.393
O 11.600230 4.489170 18.831090 -0.832 1.644 -1.236
C 11.994080 3.621780 19.804440 1.854 -1.780 3.081
H 10.586670 8.325960 17.369230 0.067 -0.474 -0.210
H 11.131680 8.317960 18.996140 -0.376 0.178 0.290
H 9.433100 7.942480 18.601770 -0.010 -1.189 0.287
H 12.315750 2.637360 19.464510 -0.407 0.265 -1.010
H 11.372860 3.394610 20.670800 -1.195 0.473 -0.487
H 12.874810 3.946830 20.358300 0.410 0.637 -0.327
```
Positions in Å, forces in eV/Å.

Record 4
This record from the OMol25 dataset describes the molecule C7H14FO3PS. The level of theory is ωB97M-V/def2-TZVPD.

Calculated values
multiplicity = 1
max |F| = 2.5 eV/A
HOMO = -9.249 eV
E_LUMO = 0.52 eV

XYZ file:
```
27
Properties=species:S:1:pos:R:3:forces:R:3
C 2.077078 -1.642294 -0.355433 -0.207 0.429 -0.010
C 3.179085 -0.591060 -0.242454 -0.275 -0.505 0.006
S 2.651286 1.116806 0.055247 -0.042 0.283 -0.214
C 1.179794 0.979447 1.106819 0.247 -0.072 0.106
C -0.032630 1.726189 0.553416 0.704 -0.267 -0.387
O -1.193853 1.482895 1.315601 -0.513 -0.189 0.144
C -1.682676 0.202539 1.384184 0.640 -1.501 1.749
O -1.292222 -0.578189 2.247941 -0.543 1.615 -1.792
C -2.779698 -0.166642 0.420861 -0.181 0.065 0.141
C -2.341044 -1.194882 -0.612488 -0.237 -0.068 0.120
F -3.314708 -2.178172 -0.713737 -0.122 -0.109 -0.049
P -0.357074 1.598127 -1.270987 -0.178 0.545 -0.057
O -1.660930 2.180315 -1.653240 -0.328 -0.228 0.039
H 1.896871 -2.152647 0.580123 0.002 -0.150 0.252
H 2.308348 -2.375022 -1.114907 0.192 -0.265 -0.117
H 1.139923 -1.180495 -0.646304 -0.198 0.018 -0.155
H 3.706515 -0.542266 -1.184792 0.203 0.194 -0.217
H 3.893275 -0.905095 0.506102 0.214 0.103 0.240
H 0.984960 -0.070535 1.276959 -0.249 -0.168 -0.064
H 1.406968 1.406044 2.074361 0.041 0.046 0.292
H 0.152660 2.787022 0.674740 -0.047 0.349 0.008
H -3.255301 0.690683 -0.034756 0.167 0.286 -0.128
H -3.524232 -0.671819 1.023100 -0.160 -0.165 0.224
H -2.249211 -0.752049 -1.595708 0.172 0.088 -0.211
H -1.428175 -1.689728 -0.299079 0.258 -0.102 -0.051
H 0.718833 2.272095 -1.859548 0.223 -0.205 0.066
H -0.183841 0.248732 -1.636023 0.217 -0.029 0.065
```
Positions in Å, forces in eV/Å.